[1]
7 unconnected molecules or ions with the total composition C14H36N19O9PS at a distorted geometry, computed with ωB97M-V with the def2-TZVPD basis set.

ORCA input file:
```
! wB97M-V def2-TZVPD RIJCOSX def2/J DEFGRID3
* xyz 0 1
N 5.188 2.779 -1.154
P 5.235 1.366 -0.367
O 6.413 0.222 -1.046
O 5.691 1.523 1.334
C 3.538 0.399 -0.439
N 3.305 -0.269 -1.680
N 2.191 -0.954 -1.713
C 1.436 -0.893 -0.498
C 0.035 -1.818 -0.517
C -1.172 -1.137 -1.393
C -2.576 -1.902 -0.902
C -3.128 -1.225 0.512
S -5.005 -1.191 0.545
C -5.667 0.546 0.319
N -5.369 1.852 1.046
N -6.203 2.808 0.426
C -7.002 2.151 -0.687
O -6.691 0.713 -0.738
N 1.652 -0.188 0.730
N 2.766 0.496 0.760
H 4.226 2.923 -1.534
H 6.594 -0.486 -0.333
H 5.230 0.721 1.768
H -0.377 -1.988 0.582
H 0.366 -2.854 -0.956
H -1.064 -1.408 -2.546
H -1.343 0.005 -1.207
H -2.275 -3.024 -0.630
H -3.398 -1.905 -1.738
H -2.743 -1.926 1.395
H -2.630 -0.174 0.699
H -7.796 2.599 -1.434
N -6.522 -3.974 4.818
C -6.352 -2.976 3.932
N -7.432 -2.709 3.176
O -5.302 -2.363 3.822
H -7.379 -4.490 4.923
H -5.733 -4.206 5.407
H -7.346 -1.965 2.496
H -8.305 -3.203 3.251
N -8.216 -4.788 -1.069
C -7.390 -3.731 -0.976
N -8.013 -2.543 -0.868
O -6.174 -3.839 -0.989
H -9.219 -4.719 -1.061
H -7.787 -5.701 -1.153
H -7.428 -1.721 -0.795
H -9.013 -2.434 -0.855
N -2.666 -0.090 4.428
C -1.590 -0.188 3.626
N -0.596 0.669 3.918
O -1.522 -0.990 2.708
H -2.741 0.564 5.189
H -3.438 -0.717 4.242
H 0.233 0.628 3.339
H -0.633 1.336 4.670
N 2.295 5.424 -4.386
C 3.079 4.477 -3.841
N 4.149 4.141 -4.585
O 2.839 3.963 -2.760
H 2.476 5.859 -5.275
H 1.479 5.706 -3.859
H 4.765 3.431 -4.211
H 4.363 4.552 -5.477
N 7.323 5.030 3.300
C 7.552 5.471 2.050
N 7.299 4.570 1.084
O 7.957 6.598 1.811
H 6.990 4.106 3.516
H 7.502 5.677 4.056
H 7.458 4.862 0.128
H 6.965 3.638 1.260
N 6.195 -1.909 -3.536
C 6.979 -2.857 -2.991
N 8.049 -3.193 -3.735
O 6.739 -3.370 -1.910
H 6.376 -1.475 -4.425
H 5.379 -1.627 -3.009
H 8.665 -3.902 -3.361
H 8.263 -2.781 -4.627
*
```

E = -81961.845 eV
SMILES = N=P(O)(O)c1nnc(CCCCSc2nnco2)nn1.NC(N)=O.NC(N)=O.NC(N)=O.NC(N)=O.NC(N)=O.NC(N)=O
HOMO energy = -0.30604 hartree

[2]
7 unconnected molecules or ions with the total composition C14H36N8O10S at a distorted geometry, computed with ωB97M-V with the def2-TZVPD basis set.

ORCA input file:
```
! wB97M-V def2-TZVPD RIJCOSX def2/J DEFGRID3
* xyz 0 1
O 0.281 0.974 -2.278
S 0.393 0.173 -1.093
O 0.433 -1.270 -1.347
O 1.735 0.625 -0.282
C 1.419 1.031 0.992
C -0.027 0.589 1.307
O -0.703 0.539 0.116
H 2.218 0.669 1.640
H 1.479 2.115 1.094
H -0.563 1.325 1.906
H -0.052 -0.384 1.796
C -5.056 0.978 -5.739
C -4.693 0.109 -4.434
C -6.039 -0.505 -4.135
O -6.932 0.559 -4.415
C -6.492 1.313 -5.521
H -5.016 0.233 -6.534
H -4.365 1.815 -5.846
H -4.173 0.770 -3.740
H -4.054 -0.746 -4.656
H -6.241 -0.942 -3.157
H -6.342 -1.310 -4.805
H -6.581 2.365 -5.252
H -7.028 1.095 -6.445
C 7.316 0.448 -3.584
C 6.469 0.905 -4.711
C 5.733 -0.320 -5.190
O 5.662 -1.203 -4.138
C 6.362 -0.660 -3.024
H 7.567 1.155 -2.793
H 8.228 -0.109 -3.797
H 7.025 1.300 -5.561
H 5.785 1.749 -4.622
H 6.372 -0.865 -5.885
H 4.851 0.063 -5.704
H 6.821 -1.363 -2.329
H 5.590 -0.290 -2.349
N 4.744 2.371 6.407
C 5.820 2.604 7.188
N 5.777 1.767 8.102
O 6.697 3.423 6.989
H 4.069 1.714 6.769
H 4.562 3.016 5.652
H 5.009 1.113 8.158
H 6.579 1.612 8.696
N -6.281 1.656 0.126
C -5.555 2.460 0.848
N -5.345 1.921 2.000
O -5.068 3.535 0.459
H -6.624 2.058 -0.735
H -6.836 0.933 0.560
H -4.739 2.452 2.609
H -5.706 1.015 2.262
N -3.239 -4.759 -1.699
C -2.633 -5.373 -0.748
N -1.437 -5.697 -1.005
O -3.176 -5.759 0.298
H -4.246 -4.686 -1.701
H -2.769 -4.530 -2.564
H -1.001 -6.361 -0.381
H -1.083 -5.269 -1.849
N 0.311 0.339 7.847
C 1.120 -0.603 7.450
N 0.576 -1.417 6.638
O 2.252 -0.737 7.772
H -0.469 0.559 7.245
H 0.557 1.031 8.541
H 1.121 -2.149 6.205
H -0.367 -1.169 6.376
*
```

E = -58330.316 eV
SMILES = O=S1(=O)OCCO1.C1CCOC1.C1CCOC1.NC(N)=O.NC(N)=O.NC(N)=O.NC(N)=O
HOMO energy = -0.34025 hartree

[3]
3 unconnected molecules or ions with the total composition C14H36NO11P2S at a distorted geometry, computed with ωB97M-V with the def2-TZVPD basis set.

ORCA input file:
```
! wB97M-V def2-TZVPD RIJCOSX def2/J DEFGRID3
* xyz 1 1
C -0.752 -2.170 3.304
C -1.890 -1.746 2.352
O -1.555 -0.563 1.639
C -1.952 0.573 2.390
C -1.367 1.823 1.751
N -0.398 2.574 2.636
C -0.959 2.978 3.957
S 0.013 4.111 1.757
C 0.904 1.850 2.758
O 1.829 2.753 3.285
C 2.963 2.149 3.831
C 3.810 1.302 2.943
O 3.224 2.368 4.957
H 0.126 -1.591 3.027
H -0.550 -3.231 3.255
H -1.015 -1.882 4.318
H -2.093 -2.555 1.659
H -2.788 -1.592 2.950
H -3.040 0.634 2.329
H -1.658 0.428 3.430
H -0.876 1.616 0.807
H -2.174 2.519 1.548
H -1.756 3.691 3.785
H -1.313 2.130 4.529
H -0.198 3.488 4.534
H -1.192 4.675 1.904
H 1.198 1.562 1.750
H 0.774 0.946 3.351
H 4.332 1.933 2.226
H 4.568 0.814 3.539
H 3.203 0.599 2.377
C -1.341 1.110 -3.813
O -2.703 0.632 -3.951
P -3.032 -0.967 -3.995
O -4.078 -1.173 -4.995
O -3.647 -1.076 -2.502
C -3.000 -0.540 -1.346
O -2.177 -2.356 -3.857
C -1.518 -2.835 -5.051
H -1.169 1.875 -4.567
H -1.210 1.549 -2.824
H -0.603 0.318 -3.948
H -3.431 0.435 -1.102
H -1.925 -0.434 -1.481
H -3.175 -1.221 -0.517
H -0.939 -2.049 -5.532
H -2.257 -3.226 -5.746
H -0.846 -3.636 -4.751
C 3.215 -2.754 -0.908
O 2.392 -1.735 -0.269
P 1.971 -0.374 -1.047
O 2.067 0.716 -0.056
O 0.449 -0.760 -1.343
C 0.122 -2.023 -1.948
O 2.211 0.260 -2.511
C 3.478 0.911 -2.769
H 4.016 -3.024 -0.224
H 2.607 -3.633 -1.110
H 3.657 -2.404 -1.841
H -0.163 -2.743 -1.180
H 0.960 -2.420 -2.526
H -0.723 -1.853 -2.618
H 4.318 0.286 -2.472
H 3.520 1.861 -2.239
H 3.537 1.092 -3.838
*
```

E = -68521.476 eV
HOMO energy = -0.44428 hartree

[4]
A molecular structure, C14H37AlI2OP2Si2 at a distorted geometry, computed with ωB97M-V with the def2-TZVPD basis set.

ORCA input file:
```
! wB97M-V def2-TZVPD RIJCOSX def2/J DEFGRID3
* xyz 2 1
I 0.039 -2.105 -2.382
I 0.318 2.742 -0.891
Al -0.023 0.158 -0.916
P -2.349 0.079 -1.915
C -2.382 0.445 -3.713
C -3.398 -1.430 -1.827
H -4.430 -1.152 -1.579
H -4.521 1.003 -1.474
H -3.027 -2.117 -1.060
H -3.342 1.557 -0.233
H -2.316 -0.485 -4.287
H -3.388 -1.941 -2.796
C -3.498 1.363 -1.299
H -3.330 0.950 -3.944
H -3.315 2.289 -1.858
H -1.543 1.098 -3.980
P 2.404 0.106 -2.139
C 2.280 0.625 -3.903
C 3.618 1.318 -1.486
H 3.131 -2.204 -1.780
H 4.520 -1.103 -1.969
H 3.580 -1.609 -3.400
C 3.517 -1.349 -2.337
H 3.234 1.776 -0.569
H 4.569 0.808 -1.289
H 3.152 1.254 -4.136
H 1.352 1.186 -4.071
H 3.768 2.102 -2.236
H 2.302 -0.267 -4.542
C 1.140 -3.599 0.268
O 1.027 -4.730 0.225
C -1.705 2.275 1.871
Si -1.627 0.400 2.023
C -1.496 0.185 3.895
C -3.266 -0.443 1.641
C -0.220 -0.410 1.015
Si 1.355 -0.331 2.075
C 1.323 -1.490 3.562
C 2.918 -0.819 1.156
C 1.645 1.405 2.754
H -2.486 2.638 2.554
H -1.930 2.651 0.867
H -0.757 2.736 2.175
H -2.432 0.592 4.306
H -1.420 -0.865 4.196
H -0.670 0.739 4.351
H -3.803 -0.521 2.599
H -3.923 0.100 0.956
H -3.132 -1.457 1.248
H -0.477 -1.490 1.004
H 2.128 -2.225 3.432
H 1.528 -0.923 4.481
H 0.380 -2.032 3.679
H 3.262 -0.003 0.512
H 3.716 -1.003 1.892
H 2.799 -1.729 0.558
H 1.454 2.194 2.015
H 1.041 1.597 3.648
H 2.703 1.461 3.050
*
```

E = -74283.771 eV
HOMO energy (spin up / spin down) = -0.55784 / -0.56074 hartree

[5]
A molecular structure, C14H38FN5OSi2 at a distorted geometry, computed with ωB97M-V with the def2-TZVPD basis set.

ORCA input file:
```
! wB97M-V def2-TZVPD RIJCOSX def2/J DEFGRID3
* xyz 0 1
C -3.310 0.796 5.121
C -4.247 -0.152 4.418
F -3.981 -1.466 4.791
C -4.125 -0.024 2.922
C -4.489 -1.315 2.251
N -4.705 -1.120 0.774
C -4.314 0.233 0.215
C -2.865 0.200 -0.216
C -2.452 1.196 -1.351
N -3.278 2.397 -1.479
N -2.411 0.594 -2.657
N -1.089 1.539 -1.001
C -4.690 1.375 1.184
O -5.064 0.933 2.472
H -3.657 1.020 6.116
H -3.265 1.728 4.567
H -2.311 0.389 5.153
H -5.256 0.091 4.730
H -3.120 0.299 2.656
H -5.438 -1.617 2.666
H -3.803 -2.115 2.467
H -4.228 -1.852 0.250
H -5.697 -1.244 0.582
H -4.909 0.353 -0.679
H -2.209 0.352 0.629
H -2.650 -0.794 -0.591
H -4.258 2.224 -1.670
H -3.156 3.039 -0.711
H -3.260 0.715 -3.189
H -2.085 -0.363 -2.656
H -1.052 2.312 -0.344
H -0.612 1.855 -1.837
H -3.846 2.052 1.240
H -5.529 1.923 0.789
C 1.341 -1.299 -1.809
Si 3.019 -0.754 -1.107
C 3.304 -1.801 0.448
C 2.790 1.044 -0.545
N 4.179 -0.951 -2.296
Si 5.816 -0.591 -2.135
C 6.706 -1.594 -0.796
C 6.180 1.237 -1.785
C 6.688 -0.998 -3.764
H 0.545 -1.184 -1.058
H 1.081 -0.694 -2.681
H 1.381 -2.347 -2.114
H 2.408 -1.823 1.086
H 4.121 -1.405 1.054
H 3.543 -2.829 0.173
H 2.721 1.708 -1.409
H 3.620 1.377 0.081
H 1.868 1.154 0.046
H 6.437 -1.255 0.207
H 7.795 -1.499 -0.889
H 6.452 -2.651 -0.882
H 5.611 1.873 -2.466
H 7.245 1.461 -1.923
H 5.921 1.510 -0.759
H 6.260 -0.413 -4.580
H 6.572 -2.057 -4.001
H 7.761 -0.776 -3.711
*
```

E = -43103.995 eV
HOMO energy = -0.18486 hartree

[6]
4 unconnected molecules or ions with the total composition C14H38N2O7 at a distorted geometry, computed with ωB97M-V with the def2-TZVPD basis set.

ORCA input file:
```
! wB97M-V def2-TZVPD RIJCOSX def2/J DEFGRID3
* xyz 0 1
C 2.941 -5.387 -3.619
O 2.262 -4.266 -4.175
C 2.507 -3.070 -3.422
C 1.737 -1.882 -3.932
N 2.062 -0.556 -3.333
C 1.408 0.541 -4.006
C 2.155 1.248 -5.198
O 3.522 1.465 -4.845
C 3.792 2.723 -4.267
H 4.018 -5.203 -3.663
H 2.794 -6.264 -4.249
H 2.598 -5.645 -2.617
H 3.554 -2.800 -3.596
H 2.196 -3.240 -2.390
H 0.690 -2.129 -3.732
H 1.803 -1.652 -4.999
H 3.041 -0.317 -3.466
H 1.170 1.411 -3.389
H 0.450 0.190 -4.398
H 1.778 2.257 -5.376
H 2.094 0.657 -6.111
H 3.647 3.556 -4.958
H 4.785 2.701 -3.823
H 3.075 2.877 -3.454
C -3.326 3.049 1.133
O -2.790 2.900 2.442
C -1.448 2.348 2.445
C -1.085 1.762 3.818
N -1.591 0.402 3.914
C -1.300 -0.126 5.254
C -2.294 -1.213 5.679
O -3.346 -0.774 6.477
C -4.498 -0.374 5.689
H -4.402 3.212 1.108
H -3.089 2.171 0.525
H -2.896 3.861 0.538
H -0.764 3.097 2.040
H -1.317 1.581 1.677
H -1.433 2.443 4.601
H 0.003 1.715 3.921
H -2.532 0.404 3.544
H -1.169 0.636 6.026
H -0.284 -0.519 5.148
H -1.728 -1.902 6.318
H -2.663 -1.949 4.957
H -5.229 -0.208 6.477
H -4.808 -1.132 4.967
H -4.314 0.514 5.081
O -0.556 0.528 -1.072
C -0.935 -0.551 -0.246
C 0.073 -0.720 0.946
O -0.550 -1.563 1.924
H -0.130 0.144 -1.844
H -1.969 -0.427 0.072
H -0.786 -1.515 -0.736
H 0.461 0.201 1.381
H 0.921 -1.275 0.543
H -0.891 -1.055 2.677
O 0.844 2.759 -0.216
H 0.249 2.056 -0.524
H 1.492 2.307 0.330
*
```

E = -32442.483 eV
SMILES = COCCNCCOC.COCCNCCOC.OCCO.O
HOMO energy = -0.33252 hartree

[7]
A molecular structure, C14H39CuN3O8P at a distorted geometry, computed with ωB97M-V with the def2-TZVPD basis set.

ORCA input file:
```
! wB97M-V def2-TZVPD RIJCOSX def2/J DEFGRID3
* xyz -2 1
Cu -2.983 -15.351 -11.637
P -5.055 -16.577 -10.432
O -4.493 -17.228 -11.736
O -6.177 -15.471 -10.686
O -3.878 -15.965 -9.705
O -5.794 -17.624 -9.519
C -6.197 -15.725 -15.815
C -6.086 -16.576 -14.627
O -4.730 -16.568 -14.167
H -7.256 -15.576 -16.022
H -5.741 -16.312 -16.612
H -5.754 -14.741 -15.662
H -6.446 -17.564 -14.913
H -6.765 -16.177 -13.874
H -4.777 -16.778 -13.232
C -0.801 -13.159 -13.254
C -2.212 -13.345 -13.783
C -2.403 -12.794 -15.241
O -3.793 -12.919 -15.531
C -4.151 -12.208 -16.709
N -2.454 -14.795 -13.828
H -0.698 -13.553 -12.243
H -0.574 -12.102 -13.110
H -0.029 -13.674 -13.826
H -2.852 -12.851 -13.052
H -1.806 -13.382 -15.939
H -2.059 -11.761 -15.279
H -3.523 -12.571 -17.522
H -3.983 -11.131 -16.680
H -5.226 -12.283 -16.871
H -3.239 -15.051 -14.410
H -1.639 -15.085 -14.348
C -2.225 -13.049 -8.507
C -3.320 -12.388 -9.456
C -2.869 -11.167 -10.259
O -2.539 -10.122 -9.385
C -2.161 -8.888 -10.010
N -3.721 -13.389 -10.388
H -1.203 -12.874 -8.842
H -2.340 -14.116 -8.313
H -2.206 -12.540 -7.543
H -4.159 -12.192 -8.788
H -3.591 -10.894 -11.029
H -1.918 -11.433 -10.720
H -2.890 -8.534 -10.738
H -1.262 -9.081 -10.595
H -1.977 -8.187 -9.195
H -4.648 -13.093 -10.657
H -3.867 -14.289 -9.953
C 1.092 -15.688 -10.701
C 0.343 -16.857 -11.295
C 0.774 -18.208 -10.682
O 2.197 -18.535 -10.757
C 2.454 -19.832 -10.238
N -1.051 -16.649 -11.090
H 0.928 -14.733 -11.199
H 2.166 -15.834 -10.822
H 0.756 -15.556 -9.672
H 0.516 -16.876 -12.371
H 0.224 -19.017 -11.164
H 0.346 -18.272 -9.682
H 1.808 -20.181 -9.433
H 3.488 -19.955 -9.915
H 2.505 -20.504 -11.094
H -1.565 -17.477 -11.356
H -1.205 -16.726 -10.095
*
```

E = -89928.626 eV
HOMO energy = 0.04998 hartree